C40H20ClF20GeN2O2S2Tc | ωB97M-V with the def2-TZVPD basis set

Calculated values
**HOMO energy (alpha / beta)**: -5.22 / -5.26 eV
**Relative energy (zero: lowest compared OMol25 entry of this formula, charge and spin)**: 19.12 kJ/mol
**HOMO-LUMO gap (alpha / beta)**: 6.93 / 6.55 eV
**Expectation value of S²**: 0.76
**Charge**: -1
**Spin multiplicity**: 2

Geometry (Å):
Tc1 0.659 0.209 0.106
Cl1 -3.452 -0.260 6.132
C1 -2.499 0.182 4.742
C2 -1.939 1.466 4.674
C3 -1.194 1.840 3.588
C4 -0.949 0.949 2.515
O1 -0.249 1.369 1.509
C5 -1.526 -0.345 2.601
C6 -1.427 -1.326 1.553
O2 -0.723 -1.295 0.542
C7 -2.307 -0.700 3.719
H1 -2.103 2.157 5.491
H2 -0.758 2.828 3.520
H3 -2.058 -2.215 1.668
H4 -2.753 -1.687 3.758
C8 1.238 3.113 -3.560
N1 0.287 2.048 -3.810
C9 0.112 1.407 -5.027
C10 -0.814 0.446 -4.833
N2 -1.208 0.533 -3.522
C11 -0.525 1.492 -2.887
S1 -0.665 1.918 -1.228
H5 2.256 2.737 -3.669
H6 1.090 3.465 -2.543
H7 1.070 3.929 -4.261
H8 0.668 1.691 -5.902
H9 -1.218 -0.299 -5.496
H10 -1.781 -0.176 -3.041
F1 -1.421 -5.371 -1.269
C12 -0.472 -4.927 -2.116
C13 -0.738 -3.887 -2.986
C14 0.328 -3.500 -3.778
F2 0.175 -2.458 -4.629
C15 1.572 -4.093 -3.741
F3 2.571 -3.663 -4.526
C16 1.788 -5.139 -2.863
F4 2.986 -5.733 -2.803
C17 0.758 -5.560 -2.045
F5 0.963 -6.571 -1.191
Ge1 -2.312 -2.625 -2.896
S2 1.002 -1.131 -1.683
C18 -3.739 -3.850 -2.134
C19 -4.386 -3.505 -0.963
F6 -4.040 -2.389 -0.292
C20 -5.397 -4.268 -0.402
F7 -5.995 -3.896 0.738
C21 -5.786 -5.435 -1.030
F8 -6.761 -6.188 -0.507
C22 -5.160 -5.824 -2.201
F9 -5.534 -6.962 -2.802
C23 -4.154 -5.032 -2.722
F10 -3.560 -5.474 -3.844
C24 -2.999 -2.705 -4.834
C25 -3.943 -1.751 -5.178
F11 -4.436 -0.927 -4.229
C26 -4.428 -1.567 -6.461
F12 -5.340 -0.622 -6.731
C27 -3.959 -2.378 -7.475
F13 -4.408 -2.223 -8.727
C28 -3.027 -3.357 -7.184
F14 -2.581 -4.153 -8.165
C29 -2.573 -3.506 -5.883
F15 -1.696 -4.503 -5.685
C30 3.904 -1.815 -0.597
C31 3.702 -0.424 -1.193
C32 4.515 0.613 -0.415
C33 4.224 -0.455 -2.640
C34 2.237 0.012 -1.276
H11 4.975 -2.023 -0.518
H12 3.455 -2.581 -1.231
H13 3.469 -1.904 0.396
H14 5.585 0.458 -0.584
H15 4.335 0.546 0.656
H16 4.268 1.630 -0.735
H17 5.270 -0.773 -2.660
H18 4.164 0.536 -3.103
H19 3.640 -1.150 -3.248
H20 2.168 0.968 -1.815
F16 2.577 1.724 1.871
C35 2.514 0.479 2.404
C36 1.789 -0.499 1.741
C37 1.826 -1.746 2.347
F17 1.209 -2.804 1.780
C38 2.517 -2.006 3.519
F18 2.527 -3.233 4.059
C39 3.211 -0.987 4.143
F19 3.882 -1.221 5.278
C40 3.216 0.273 3.577
F20 3.902 1.265 4.166

These are the Löwdin partial charges, in e, on atoms 1 to 4: 1.090 0.635 -0.673 -0.093